Entry 1:
C5H8O2 | ωB97M-V/def2-TZVPD

relative energy (zero: lowest compared OMol25 entry of this formula, charge and spin)	22.75	kcal per mole
LUMO	-0.0034	hartree
largest force on an atom	0.024	Eh/bohr
frontier orbital gap	9.6	eV
highest occupied orbital energy	-9.681	eV
structure (SMILES)	CCCC(=O)C=O
energy	-9408.8455	eV

```
! RIJCOSX wB97M-V def2-TZVPD def2/J DEFGRID3
* xyz 0 1
C -2.232 0.061 -0.709
C -1.095 -0.473 0.167
C 0.252 0.185 -0.161
C 1.418 -0.324 0.682
O 1.289 -1.111 1.591
C 2.846 0.314 0.438
O 2.944 1.460 0.090
H -2.365 1.142 -0.577
H -3.184 -0.421 -0.459
H -2.039 -0.122 -1.773
H -1.009 -1.559 0.042
H -1.332 -0.308 1.224
H 0.513 0.022 -1.217
H 0.186 1.277 -0.051
H 3.809 -0.143 0.712
*
```

Entry 2:
C5H8O2 | ωB97M-V/def2-TZVPD

relative energy (zero: lowest compared OMol25 entry of this formula, charge and spin)	69.38	kcal per mole
LUMO	0.0288	hartree
largest force on an atom	0.029	Eh/bohr
frontier orbital gap	9.6	eV
highest occupied orbital energy	-8.766	eV
energy	-9406.8236	eV

```
! RIJCOSX wB97M-V def2-TZVPD def2/J DEFGRID3
* xyz 0 1
C 0.098 1.487 -1.232
C 0.758 0.325 -0.557
O 1.376 0.556 0.735
C 0.748 -0.616 1.233
C -0.718 -0.389 1.339
C -0.154 -0.731 0.012
O -0.522 -1.854 -0.708
H -0.715 1.862 -0.603
H 0.797 2.293 -1.456
H -0.330 1.100 -2.164
H 1.527 -0.146 -1.184
H 1.275 -1.541 1.302
H -1.261 -1.182 1.844
H -1.088 0.616 1.512
H -1.441 -2.044 -0.491
*
```

Entry 3:
C5H8O2 | ωB97M-V/def2-TZVPD

relative energy (zero: lowest compared OMol25 entry of this formula, charge and spin)	45.87	kcal per mole
LUMO	0.0309	hartree
largest force on an atom	0.052	Eh/bohr
frontier orbital gap	10.4	eV
highest occupied orbital energy	-9.520	eV
structure (SMILES)	CC(=O)C1(O)CC1
energy	-9407.8432	eV

```
! RIJCOSX wB97M-V def2-TZVPD def2/J DEFGRID3
* xyz 0 1
C 0.485 -0.591 -1.846
C -0.583 -0.294 -0.866
O -1.761 -0.415 -1.187
C -0.323 -0.111 0.609
O -1.230 -1.067 1.077
C -0.179 1.222 1.302
C 1.009 0.299 1.185
H 0.011 -0.765 -2.811
H 1.212 0.218 -1.886
H 1.003 -1.501 -1.518
H -1.971 -0.844 0.355
H -0.648 1.273 2.283
H -0.209 2.145 0.730
H 1.795 0.611 0.492
H 1.388 -0.179 2.083
*
```

Entry 4:
C5H8O2 | ωB97M-V/def2-TZVPD

relative energy (zero: lowest compared OMol25 entry of this formula, charge and spin)	114.95	kcal per mole
LUMO	0.0224	hartree
largest force on an atom	0.008	Eh/bohr
frontier orbital gap	9.6	eV
highest occupied orbital energy	-8.993	eV
structure (SMILES)	C=CO[C@H]1C=C1O.[H][H]
energy	-9404.8474	eV

```
! RIJCOSX wB97M-V def2-TZVPD def2/J DEFGRID3
* xyz 0 1
C -2.181 0.127 -0.130
C -1.116 0.885 0.097
O -0.424 0.835 1.274
C 0.965 0.604 1.077
C 1.474 -0.686 0.506
C 1.506 0.366 -0.257
O 1.761 0.954 -1.428
H -2.529 -0.566 0.630
H -2.702 0.168 -1.079
H -0.728 1.591 -0.640
H 1.508 1.116 1.870
H 1.671 -1.727 0.694
H 2.059 0.270 -2.044
H -0.950 -1.785 -0.345
H -0.315 -2.151 -0.224
*
```

Entry 5:
C5H8O2S | ωB97M-V/def2-TZVPD

relative energy (zero: lowest compared OMol25 entry of this formula, charge and spin)	59.64	kcal per mole
LUMO	0.0296	hartree
largest force on an atom	0.078	Eh/bohr
frontier orbital gap	10.9	eV
highest occupied orbital energy	-10.116	eV
energy	-20242.3422	eV

```
! RIJCOSX wB97M-V def2-TZVPD def2/J DEFGRID3
* xyz 0 1
C 0.110 0.032 -1.308
C 1.499 0.035 -1.319
C -0.229 0.029 0.142
C -0.948 -1.247 0.376
C -0.885 1.286 0.634
O 1.869 -1.473 0.624
O 2.044 1.021 1.139
S 1.486 -0.087 0.461
H -0.630 -0.084 -2.090
H 2.226 0.078 -2.122
H -1.151 -1.346 1.473
H -0.382 -2.138 -0.074
H -1.955 -0.983 -0.056
H -1.706 1.551 -0.022
H -0.137 2.071 0.518
H -1.212 1.255 1.625
*
```

Entry 6:
C5H8O2S | ωB97M-V/def2-TZVPD

relative energy (zero: lowest compared OMol25 entry of this formula, charge and spin)	75.52	kcal per mole
LUMO	-0.0082	hartree
largest force on an atom	0.150	Eh/bohr
frontier orbital gap	8.9	eV
highest occupied orbital energy	-9.160	eV
structure (SMILES)	C[C@H]1O[C@@]1(C)C(O)=S
energy	-20241.6535	eV

```
! RIJCOSX wB97M-V def2-TZVPD def2/J DEFGRID3
* xyz 0 1
C 0.753 -1.902 0.419
C 0.934 -0.567 -0.048
O 0.531 -0.364 -1.499
C -0.065 0.472 -0.503
C 0.409 1.779 -0.512
C -1.394 0.082 0.013
O -1.495 0.707 1.272
S -2.710 -0.625 -0.809
H -0.231 -2.229 0.310
H 1.408 -2.722 0.088
H 0.745 -1.837 1.509
H 1.910 -0.141 -0.030
H -0.095 2.527 0.312
H 1.624 1.652 -0.445
H 0.118 2.446 -1.513
H -2.441 0.723 1.435
*
```

Entry 7:
C5H8O2S | ωB97M-V/def2-TZVPD

relative energy (zero: lowest compared OMol25 entry of this formula, charge and spin)	74.65	kcal per mole
LUMO (alpha / beta)	-0.0395 / -0.0395	hartree
largest force on an atom	0.092	Eh/bohr
frontier orbital gap (alpha / beta)	8.1 / 8.1	eV
highest occupied orbital energy (alpha / beta)	-9.156 / -9.155	eV
structure (SMILES)	CC(C)=CC=S(=O)=O
energy	-20241.6911	eV

```
! RIJCOSX wB97M-V def2-TZVPD def2/J DEFGRID3
* xyz 0 1
C 0.613 -2.154 -0.363
C 0.074 -0.755 -0.401
C -1.098 -0.539 -1.310
C 0.627 0.181 0.356
C 0.253 1.827 0.296
S 0.044 2.484 1.808
O -0.331 3.876 1.832
O 0.861 1.958 2.867
H -0.165 -2.855 -0.066
H 1.450 -2.238 0.323
H 0.951 -2.435 -1.361
H -2.003 -0.393 -0.721
H -1.244 -1.409 -1.944
H -0.965 0.333 -1.942
H 1.438 0.008 1.036
H -0.505 2.111 -0.412
*
```

Entry 8:
C5H8O2S | ωB97M-V/def2-TZVPD

relative energy (zero: lowest compared OMol25 entry of this formula, charge and spin)	101.14	kcal per mole
LUMO	0.0238	hartree
largest force on an atom	0.098	Eh/bohr
frontier orbital gap	9.5	eV
highest occupied orbital energy	-8.803	eV
energy	-20240.5426	eV

```
! RIJCOSX wB97M-V def2-TZVPD def2/J DEFGRID3
* xyz 0 1
C -0.600 -0.138 -0.921
C 0.594 -0.551 0.072
C 0.726 0.868 0.666
C -0.719 1.263 1.061
C -0.867 1.297 -0.412
H 0.312 0.482 -2.597
H -1.489 -0.679 -0.971
H 1.186 -0.963 -0.978
H -0.661 -1.375 2.146
H 1.663 1.103 1.101
H -0.347 2.272 1.698
H -1.447 0.736 1.668
H -1.610 1.818 -1.037
O -0.126 -0.343 -2.234
O 0.402 1.736 -0.576
S 0.337 -1.936 1.166
*
```

Entry 9:
C5H8O2S | ωB97M-V/def2-TZVPD

relative energy (zero: lowest compared OMol25 entry of this formula, charge and spin)	102.55	kcal per mole
LUMO (alpha / beta)	-0.0012 / -0.0258	hartree
largest force on an atom	0.081	Eh/bohr
frontier orbital gap (alpha / beta)	7.6 / 6.8	eV
highest occupied orbital energy (alpha / beta)	-7.619 / -7.513	eV
energy	-20240.4813	eV

```
! RIJCOSX wB97M-V def2-TZVPD def2/J DEFGRID3
* xyz 0 1
C 2.519 -0.859 0.589
C -0.668 -0.147 0.829
C 1.601 -0.084 -0.148
C -2.207 0.076 -0.998
C -1.880 0.588 0.502
O 3.738 -0.892 0.511
O 0.348 0.094 0.074
S 2.404 1.008 -1.245
H 2.108 -1.320 1.430
H -0.685 -0.948 1.555
H -3.045 0.655 -1.486
H -2.509 -0.967 -1.002
H -1.284 0.190 -1.551
H -2.597 0.501 1.237
H -1.522 1.677 0.562
H 3.678 0.426 -0.858
*
```

Entry 10:
C5H8O3 | ωB97M-V/def2-TZVPD

relative energy (zero: lowest compared OMol25 entry of this formula, charge and spin)	76.47	kcal per mole
LUMO	0.0185	hartree
largest force on an atom	0.068	Eh/bohr
frontier orbital gap	9.3	eV
highest occupied orbital energy	-8.785	eV
structure (SMILES)	COC(C)=C=C(O)O
energy	-11454.2030	eV

```
! RIJCOSX wB97M-V def2-TZVPD def2/J DEFGRID3
* xyz 0 1
C 1.087 -1.663 -0.033
O -0.282 -1.672 -0.032
C -0.972 -0.293 0.020
C -2.448 -0.483 -0.019
C -0.257 0.773 -0.031
C 0.921 1.401 -0.128
O 1.313 2.000 -1.282
O 1.524 2.007 0.957
H 1.477 -0.669 -0.498
H 1.505 -1.602 0.986
H 1.453 -2.547 -0.564
H -2.949 0.466 0.203
H -2.738 -1.240 0.709
H -2.742 -0.829 -1.008
H 1.976 2.663 -1.057
H 1.130 1.688 1.776
*
```

Entry 11:
C5H8O3 | ωB97M-V/def2-TZVPD

relative energy (zero: lowest compared OMol25 entry of this formula, charge and spin)	58.95	kcal per mole
LUMO	0.0074	hartree
largest force on an atom	0.090	Eh/bohr
frontier orbital gap	9.5	eV
highest occupied orbital energy	-9.254	eV
structure (SMILES)	CC(C)(O)C(=O)C=O
energy	-11454.9628	eV

```
! RIJCOSX wB97M-V def2-TZVPD def2/J DEFGRID3
* xyz 0 1
C -1.096 -0.984 0.224
C 0.035 -0.339 -0.587
C -0.305 1.103 -1.103
O 0.582 -1.215 -1.497
C 1.125 -0.199 0.590
O 2.040 -0.975 0.583
C 0.848 0.903 1.555
O -0.013 0.954 2.390
H -2.043 -1.069 -0.389
H -0.846 -1.860 0.829
H -1.404 -0.361 0.988
H -0.496 1.105 -2.122
H -1.162 1.475 -0.731
H 0.562 1.860 -0.872
H 0.571 -2.053 -1.087
H 1.602 1.655 1.230
*
```

Entry 12:
C5H8O3S2 | ωB97M-V/def2-TZVPD

relative energy (zero: lowest compared OMol25 entry of this formula, charge and spin)	5.10	kcal per mole
LUMO	0.0188	hartree
largest force on an atom	0.062	Eh/bohr
frontier orbital gap	9.4	eV
highest occupied orbital energy	-8.864	eV
energy	-33125.0502	eV

```
! RIJCOSX wB97M-V def2-TZVPD def2/J DEFGRID3
* xyz 0 1
C -0.538 0.860 -0.817
C -0.927 0.853 0.432
C 0.764 -1.256 0.149
C -0.707 1.926 -1.809
C 0.292 -2.717 0.394
O 0.868 0.400 2.222
O -1.549 2.002 1.084
O 2.120 -0.948 0.343
S 0.167 -0.649 -1.509
S -0.192 -0.393 1.583
H -1.334 2.706 -1.487
H -0.913 1.456 -2.757
H 0.270 2.483 -1.956
H 1.019 -3.264 0.931
H -0.164 -3.185 -0.502
H -0.548 -2.433 1.046
H -0.911 2.338 1.731
H 2.282 -0.178 0.924
*
```

Entry 13:
C5H8O4 | ωB97M-V/def2-TZVPD

relative energy (zero: lowest compared OMol25 entry of this formula, charge and spin)	29.06	kcal per mole
LUMO	0.2443	hartree
largest force on an atom	0.046	Eh/bohr
frontier orbital gap	7.8	eV
highest occupied orbital energy	-1.174	eV
energy	-13504.4540	eV

```
! RIJCOSX wB97M-V def2-TZVPD def2/J DEFGRID3
* xyz -2 1
C -1.107 -1.796 -1.207
C 0.187 -2.724 -1.178
O -0.078 -3.820 -0.621
O 1.258 -2.307 -1.664
H -1.534 -1.666 -2.205
H -1.156 -0.708 -0.900
H -1.578 -2.100 -0.272
C 0.648 1.531 0.228
C 1.240 1.247 1.603
C -0.913 1.883 0.332
O -1.519 1.515 1.350
O -1.297 2.506 -0.689
H 1.113 2.380 -0.273
H 0.659 0.672 -0.446
H 2.254 1.634 1.766
H 1.270 0.173 1.789
H 0.551 1.578 2.388
*
```

Entry 14:
C5H8O4 | ωB97M-V/def2-TZVPD

relative energy (zero: lowest compared OMol25 entry of this formula, charge and spin)	42.72	kcal per mole
LUMO	-0.0048	hartree
largest force on an atom	0.049	Eh/bohr
frontier orbital gap	9.5	eV
highest occupied orbital energy	-9.614	eV
structure (SMILES)	C=C(O)C(=O)[C@H](O)CO
energy	-13503.2306	eV

```
! RIJCOSX wB97M-V def2-TZVPD def2/J DEFGRID3
* xyz 0 1
C -2.573 -0.997 -0.249
C -1.690 -0.059 -0.006
O -1.972 1.292 0.014
C -0.284 -0.421 0.292
O -0.008 -1.590 0.259
C 0.784 0.613 0.588
O 0.708 1.747 -0.354
C 2.116 -0.120 0.456
O 2.343 -0.682 -0.805
H -2.380 -2.101 -0.272
H -3.576 -0.633 -0.456
H -1.156 1.775 -0.170
H 0.613 0.993 1.615
H 1.135 1.357 -1.129
H 2.182 -0.894 1.251
H 2.911 0.647 0.634
H 1.591 -1.372 -0.866
*
```

Entry 15:
C5H8O4 | ωB97M-V/def2-TZVPD

relative energy (zero: lowest compared OMol25 entry of this formula, charge and spin)	24.40	kcal per mole
LUMO	0.0251	hartree
largest force on an atom	0.107	Eh/bohr
frontier orbital gap	11.2	eV
highest occupied orbital energy	-10.559	eV
structure (SMILES)	CO[C@]1(C)COC(=O)O1
energy	-13504.0250	eV

```
! RIJCOSX wB97M-V def2-TZVPD def2/J DEFGRID3
* xyz 0 1
C -0.033 2.035 -0.031
O -0.923 0.956 -0.260
C -0.406 -0.311 -0.211
C -1.491 -1.359 -0.633
C 0.262 -0.654 1.164
O 1.668 -0.407 0.938
C 1.858 -0.247 -0.300
O 2.896 -0.126 -0.890
O 0.703 -0.342 -1.046
H 0.764 1.837 0.744
H 0.451 2.180 -1.079
H -0.635 2.911 0.288
H -0.943 -2.305 -1.044
H -2.112 -0.905 -1.418
H -2.158 -1.510 0.269
H -0.037 -0.032 2.009
H 0.135 -1.720 1.500
*
```